Record 1
Entry from OMol25: a molecular structure, C24H25BrCl2N5O4RuS (wB97M-V/def2-TZVPD).

Each line ends with the Löwdin spin population.
Element x y z (Å)
1 Ru -0.884814 -0.624851 0.070582  2.45
2 Br -0.003758 -4.842932 -3.653527  0.00
3 Cl -1.493822 -4.919066 1.894693  0.00
4 Cl -1.409888 -2.038158 2.484186  0.06
5 S 1.559846 -0.330239 1.348447  0.02
6 O 0.465043 0.038690 -1.608314  0.07
7 O 1.188104 -1.547906 0.618200  0.06
8 O 2.082787 -0.398880 2.666158  0.05
9 O 0.939893 1.001033 -3.515318  0.00
10 N -1.724506 -2.268229 -0.980681  0.01
11 N -1.219290 1.040430 -2.748761  0.00
12 N 0.227523 0.558611 1.182471  0.08
13 N -2.110698 0.704145 -1.723128  0.08
14 N -2.349361 0.466770 1.224421  0.04
15 C -3.943885 1.916091 2.994093  0.02
16 C 4.129927 2.371670 -0.157948  0.11
17 C -0.365389 1.358693 2.197855  -0.01
18 C -3.670584 0.362595 1.204451  0.02
19 C 2.863320 0.421541 0.392535  0.28
20 C 3.815225 -0.441438 -0.196683  0.02
21 C -0.745935 -3.684557 2.869494  0.01
22 C -0.889477 -2.875135 -1.846037  0.01
23 C 6.375686 2.090162 -1.275532  0.07
24 C 0.538691 1.722593 -4.711433  0.00
25 C 0.264805 2.120126 3.140927  0.03
26 C -3.277509 -4.052398 -1.261438  0.00
27 C -1.869562 2.844524 4.023393  0.03
28 C 0.070188 0.676206 -2.599248  0.01
29 C 3.011204 1.828940 0.394386  0.03
30 C -1.773499 1.300439 2.153299  0.01
31 C -2.428255 -4.674925 -2.161238  0.01
32 C -2.540294 2.043002 3.065446  0.00
33 C -4.506837 1.078628 2.064008  0.00
34 C 5.138872 1.527488 -0.734384  0.26
35 C -0.504498 2.870889 4.059151  0.00
36 C 4.934416 0.103772 -0.746119  0.11
37 C -2.894645 -2.857672 -0.687027  0.01
38 C -1.211047 -4.071114 -2.456328  0.00
39 H 4.289131 3.442181 -0.158956  0.00
40 H 0.132249 2.697611 -4.444734  0.00
41 H -3.522948 -2.358515 0.037612  0.00
42 H 2.251188 2.454867 0.844524  0.00
43 H 6.352788 3.170101 -1.388229  0.00
44 H 5.697995 -0.523816 -1.188494  0.00
45 H -2.865234 0.140229 -2.105976  0.00
46 H 0.318699 -3.642851 2.673702  0.00
47 H 1.344389 2.139585 3.213248  0.00
48 H -0.969483 -3.836773 3.918983  0.00
49 H -2.501936 1.547285 -1.311561  0.00
50 H 1.450699 1.852452 -5.281253  0.00
51 H -4.566386 2.473368 3.683435  0.00
52 H -2.699747 -5.614723 -2.623912  0.00
53 H -4.228343 -4.492941 -0.996389  0.00
54 H 6.662409 1.596056 -2.209003  0.02
55 H -4.093978 -0.317701 0.475006  0.00
56 H -2.452154 3.419090 4.731233  0.00
57 H 0.054082 -2.384041 -2.047306  0.00
58 H -0.166930 1.125263 -5.287370  0.00
59 H -1.549437 1.551602 -3.553384  0.00
60 H 0.005500 3.467729 4.802273  0.00
61 H -5.577250 0.951442 1.991607  0.00
62 H 7.191310 1.834072 -0.575513  0.03
63 H 3.655413 -1.511111 -0.184602  0.00

Cartesian forces (eV/Å) of the 2 atoms listed first:
0.223 0.623 -0.291
0.030 -0.027 -0.031

total charge = +3
frontier orbital gap (alpha / beta) = 0.2856 / 0.1583 Ha
spin multiplicity = 5
energy relative to the best compared isomer or geometry (same formula, charge and spin) = 4.5 kcal/mol

---

Record 2
Entry from OMol25: 2 unconnected molecules or ions with the total composition C24H25Cl2N4 in a non-equilibrium geometry (wB97M-V/def2-TZVPD).

Each line ends with the natural charge from an NBO analysis.
Element x y z (Å)
1 Cl 1.933330 -6.247681 -0.570815  0.11
2 Cl 1.306518 2.815803 5.783211  0.10
3 N 2.853778 3.835485 -4.561541  -0.42
4 N 0.963080 1.873386 -4.067612  -0.41
5 N 5.023997 4.137991 -2.867428  -0.41
6 N 3.224886 1.377580 -1.228562  -0.51
7 C 2.236462 0.201855 2.173015  -0.23
8 C 1.801327 3.682070 -5.528881  -0.20
9 C 2.993860 3.014912 -3.489992  0.19
10 C 2.492581 -1.931567 0.769128  -0.12
11 C 3.736043 4.943225 -4.814295  -0.20
12 C 1.079924 0.562594 4.315603  -0.25
13 C 2.552056 2.292672 3.443241  -0.28
14 C 4.085208 3.181612 -2.590777  0.11
15 C 2.175464 -4.639500 -0.051994  0.04
16 C -0.126490 0.978109 -3.743976  -0.40
17 C 6.261761 4.203851 -2.121145  -0.40
18 C 2.612659 -0.533302 1.012424  0.20
19 C 2.828402 1.491804 2.346428  -0.02
20 C 2.979556 -3.768552 -0.808283  -0.25
21 C 1.670932 1.829301 4.436993  0.05
22 C 1.813196 -2.891884 1.587158  -0.11
23 C 1.588336 -4.192177 1.141182  -0.25
24 C 4.140756 2.337453 -1.452627  -0.07
25 C 0.607955 2.929980 -4.986328  -0.21
26 C 5.087308 4.776429 -4.159482  -0.21
27 C 2.038400 1.991666 -3.232569  0.11
28 C 2.223679 1.172851 -2.092440  -0.08
29 C 1.302896 -0.207261 3.177029  -0.10
30 C 3.114358 -2.445734 -0.414863  -0.11
31 H 1.546962 0.346253 -1.866899  0.18
32 H 0.062492 2.473300 -5.819830  0.21
33 H 3.864819 5.025793 -5.899394  0.21
34 H 0.433536 0.198534 5.111036  0.25
35 H 4.943300 2.433097 -0.715039  0.19
36 H -0.728227 1.340955 -2.896663  0.19
37 H 0.718077 -1.112652 3.050343  0.22
38 H 6.065983 4.152829 -1.047668  0.20
39 H 0.978318 -4.878187 1.724682  0.25
40 H 1.474155 -2.630940 2.583480  0.22
41 H 2.187713 3.166275 -6.423881  0.19
42 H -0.775321 0.901405 -4.621371  0.21
43 H 5.540121 5.763408 -4.015931  0.21
44 H 3.139372 0.026899 0.252527  0.26
45 H 5.742338 4.202522 -4.838950  0.18
46 H 3.719027 -1.760015 -1.010121  0.24
47 H 6.744787 5.158226 -2.350374  0.21
48 H 6.956047 3.393029 -2.389621  0.19
49 H 1.488167 4.684130 -5.841956  0.21
50 H 3.269275 5.881455 -4.468015  0.19
51 H 3.518847 1.837161 1.576708  0.23
52 H 3.010979 3.271541 3.551747  0.25
53 H 0.256610 -0.015496 -3.496861  0.20
54 H -0.071499 3.650503 -4.495135  0.18
55 H 3.478933 -4.141798 -1.697877  0.25

Cartesian forces (eV/Å) of the 2 atoms listed first:
0.014 0.082 0.031
0.043 -0.072 -0.042

total charge = +1
frontier orbital gap = 0.1379 Ha
energy relative to the best compared isomer or geometry (same formula, charge and spin) = 41.4 kcal/mol

---

Record 3
Entry from OMol25: a molecular structure, C24H25Cl4N2O7SYb (wB97M-V/def2-TZVPD).

Each line ends with the Löwdin spin population.
Element x y z (Å)
1 Yb -0.139146 0.475969 -0.064994  1.00
2 Cl 0.752365 -0.967791 1.985313  0.00
3 Cl -2.636132 -0.659975 -1.292592  0.00
4 Cl -4.361892 -5.402726 3.499512  0.00
5 Cl 0.721371 -4.529595 -3.144907  0.00
6 S 0.174945 -2.236722 -0.996625  0.00
7 O 0.703629 2.140798 1.272154  0.00
8 O 0.206032 1.391502 -4.388582  0.00
9 O -1.827244 2.384282 -0.288325  0.00
10 O 2.244221 3.627132 1.930930  0.00
11 O -1.933414 0.466955 1.358162  0.00
12 O -3.887982 1.143146 2.170256  0.00
13 O -0.177471 0.694533 -2.295794  0.00
14 N 0.776751 2.985471 -1.303246  0.00
15 N 2.376241 0.440377 -0.477030  0.00
16 C -2.423300 -2.181576 2.133752  0.00
17 C -3.964864 -3.755343 3.044540  0.00
18 C 1.283043 2.543125 -2.588359  0.00
19 C 4.161692 0.027884 1.389502  0.00
20 C -0.757336 -3.599803 -3.197887  0.00
21 C -3.044531 0.270697 1.945867  0.00
22 C -2.195575 -1.923328 -2.410670  0.00
23 C -4.905341 -2.763827 3.260525  0.00
24 C -0.397390 3.823733 -1.469688  0.00
25 C -2.850947 -3.245786 -4.297072  0.00
26 C -3.116973 -2.227781 -3.391691  0.00
27 C 1.543013 3.070944 1.080342  0.00
28 C -1.655589 -3.934841 -4.190295  0.00
29 C 1.750894 3.531680 -0.384572  0.00
30 C -2.728797 -3.487573 2.487748  0.00
31 C -1.364249 3.717955 -0.306591  0.00
32 C -4.585561 -1.466277 2.899266  0.00
33 C 3.730425 0.724681 2.688027  0.00
34 C -3.350345 -1.166308 2.334435  0.00
35 C -0.958750 -2.581965 -2.249921  0.00
36 C 5.471953 0.634236 0.874096  0.00
37 C 0.352762 1.449577 -3.170178  0.00
38 C 4.300397 -1.484845 1.597098  0.00
39 C 3.144497 0.246473 0.354670  0.00
40 H 4.637041 -1.984702 0.687267  0.00
41 H 3.340911 -1.901738 1.893144  0.00
42 H -2.205280 4.408077 -0.467589  0.00
43 H -5.863474 -3.007392 3.699510  0.00
44 H 2.750249 3.193567 -0.670489  0.00
45 H -1.450773 -1.955570 1.713202  0.00
46 H -3.560579 -3.493308 -5.074468  0.00
47 H 4.530779 0.586962 3.421113  0.00
48 H 5.367262 1.710393 0.739306  0.00
49 H -5.285547 -0.654944 3.045450  0.00
50 H 5.034333 -1.661395 2.387312  0.00
51 H 1.392674 3.361145 -3.318308  0.00
52 H 2.259297 2.079173 -2.442843  0.00
53 H -4.034868 -1.659962 -3.437945  0.00
54 H -2.011808 -4.280244 2.328463  0.00
55 H -1.403487 -4.732351 -4.875293  0.00
56 H 6.256424 0.453386 1.611055  0.00
57 H 3.552716 1.789057 2.539312  0.00
58 H 5.772694 0.183452 -0.072398  0.00
59 H 2.809853 0.281534 3.058413  0.00
60 H -2.180619 2.135837 0.586754  0.00
61 H -0.924367 3.490427 -2.366744  0.00
62 H -0.109106 4.880564 -1.625358  0.00
63 H -0.882485 3.969911 0.642382  0.00
64 H 1.776749 4.633029 -0.398443  0.00

Cartesian forces (eV/Å) of the 2 atoms listed first:
-0.123 0.359 0.013
0.339 -0.088 0.170

total charge = -2
frontier orbital gap (alpha / beta) = 0.2291 / 0.2291 Ha
spin multiplicity = 2
energy relative to the best compared isomer or geometry (same formula, charge and spin) = 4.2 kcal/mol